18
Properties=species:S:1:pos:R:3:forces:R:3 method="wB97M-V/def2-TZVPD" homo_lumo_gap_ev=8.747 e_tot_ha=-890.50926
C 0.246 0.356 -0.391 -0.5 1.1 0.8
C -2.106 0.114 0.024 2.4 -0.9 3.2
C -1.710 1.637 0.085 1.0 -4.4 -0.3
C -0.303 -1.873 0.017 -0.2 -1.1 -0.1
N -0.748 -0.486 -0.129 2.1 -0.1 -0.2
N -0.320 1.606 -0.381 0.8 1.3 1.2
O 3.839 -0.604 -1.317 -0.3 0.5 0.3
O 3.542 -1.118 1.042 -0.3 0.8 -0.1
O 3.668 1.292 0.300 -0.3 -2.3 -0.3
S 3.602 -0.132 0.008 0.4 1.2 0.0
H -2.514 -0.397 0.973 0.2 1.3 -1.2
H -2.646 -0.231 -0.780 -1.6 -0.2 -1.9
H -2.273 2.154 -0.556 -2.3 2.1 -2.6
H -1.934 1.956 1.036 0.3 1.1 2.4
H -1.070 -2.462 -0.552 0.8 -0.2 0.7
H 0.730 -1.951 -0.557 -2.2 0.0 1.6
H -0.249 -2.231 1.155 0.0 0.8 -2.5
H 0.246 2.372 0.025 -0.2 -0.9 -0.9

=====

48
Properties=species:S:1:pos:R:3:forces:R:3 method="wB97M-V/def2-TZVPD" homo_lumo_gap_ev=8.653 e_tot_ha=-1847.95645
C 3.455 0.380 2.842 0.0 0.2 -0.2
C 3.627 1.094 1.506 0.1 -0.3 0.0
C 4.044 0.156 0.363 0.3 0.7 0.1
N 2.965 -0.577 -0.245 -0.1 0.1 -1.1
C 2.462 -1.811 0.312 -0.5 -0.3 0.0
C 1.082 -1.666 0.986 0.0 -0.2 0.0
C 0.002 -2.447 0.245 0.0 0.1 0.2
S 2.389 -0.049 -1.703 0.2 0.1 0.3
O 1.663 -1.126 -2.312 -0.2 0.0 0.3
O 3.468 0.557 -2.431 -0.1 0.2 0.2
C 1.234 1.254 -1.257 0.4 -0.4 -0.3
C 1.705 2.542 -1.076 0.1 0.1 -0.1
C 0.829 3.535 -0.664 0.1 0.0 0.0
C -0.501 3.231 -0.433 -0.1 -0.2 0.0
C -0.971 1.935 -0.633 0.5 0.2 0.0
C -2.398 1.626 -0.392 -0.3 -0.2 0.0
O -3.201 2.468 0.017 0.6 0.4 0.0
N -2.755 0.345 -0.655 0.4 -0.4 -0.2
C -4.015 0.086 -0.457 -0.2 0.9 0.3
S -5.187 1.245 0.122 -0.6 -0.5 0.0
C -6.415 0.005 0.038 0.4 -0.1 -0.1
C -5.917 -1.160 -0.399 -0.6 0.2 0.2
N -4.573 -1.113 -0.676 0.1 0.1 0.0
C -3.820 -2.240 -1.167 0.3 -0.4 -0.2
C -0.091 0.942 -1.055 -0.2 0.0 0.0
H 2.660 -0.356 2.789 -0.1 -0.1 0.1
H 3.206 1.097 3.621 0.0 0.0 0.1
H 4.377 -0.124 3.125 0.1 -0.1 0.1
H 4.400 1.857 1.613 0.0 0.1 0.0
H 2.697 1.596 1.233 0.1 0.1 0.0
H 4.804 -0.547 0.725 0.0 0.0 -0.1
H 4.485 0.741 -0.447 0.2 0.0 0.2
H 2.380 -2.525 -0.512 0.1 -0.1 0.2
H 3.207 -2.185 1.017 0.0 0.1 -0.1
H 0.813 -0.609 1.005 0.1 0.0 0.1
H 1.129 -2.017 2.019 0.0 0.1 0.0
H 0.152 -3.518 0.374 0.0 -0.1 0.0
H -0.983 -2.186 0.624 -0.1 0.0 0.0
H 0.049 -2.224 -0.818 -0.1 0.0 -0.1
H 2.745 2.750 -1.275 0.1 0.1 0.0
H 1.186 4.544 -0.522 0.0 0.1 0.0
H -1.199 3.987 -0.104 -0.1 0.0 0.0
H -7.428 0.214 0.314 -0.3 0.0 0.0
H -6.440 -2.087 -0.550 -0.1 -0.1 0.0
H -4.290 -2.640 -2.066 0.0 0.0 0.0
H -2.814 -1.898 -1.400 -0.1 -0.1 0.0
H -3.772 -3.024 -0.409 0.0 0.0 0.0
H -0.447 -0.058 -1.232 -0.1 -0.1 0.0

=====

65
Properties=species:S:1:pos:R:3:forces:R:3 method="wB97M-V/def2-TZVPD" spin_multiplicity=8 homo_lumo_gap_ev="8.892 / 8.944" total_charge=+2 e_tot_ha=-3956.52036
C -2.939 0.437 2.128 0.0 0.0 0.1
C -2.795 -0.935 1.519 0.0 0.0 0.0
O -2.341 -0.817 0.130 0.0 -0.1 0.1
C -1.544 -1.856 -0.263 -1.0 1.2 -0.2
C -1.244 -1.689 -1.817 -0.1 0.3 0.5
C -0.058 -0.792 -2.260 0.0 0.1 -0.8
C 1.399 -1.384 -1.960 -0.5 0.1 0.2
C 1.760 -2.534 -2.931 0.5 0.7 -0.8
O 1.407 -3.697 -2.791 0.2 0.2 -0.4
O -0.141 -0.812 -3.691 -0.2 0.2 0.0
S 0.777 0.420 -4.264 0.2 0.0 -0.1
O 2.090 -0.111 -4.417 -0.2 0.2 -0.3
O 0.072 1.064 -5.297 0.1 -0.1 0.2
O 0.778 1.249 -2.914 0.1 0.0 0.2
C -0.161 0.730 -1.923 0.2 0.0 0.3
C 0.328 1.004 -0.482 -0.1 0.0 0.1
C 1.565 1.886 -0.210 0.0 0.0 -0.1
C 2.582 1.230 0.712 0.0 -0.3 0.0
F 3.032 0.059 0.125 -0.2 0.1 -0.3
F 3.653 2.007 0.837 0.1 0.2 0.1
C 2.072 0.841 2.166 -0.1 -0.3 -0.3
F 0.766 1.197 2.249 0.0 0.0 0.1
F 2.765 1.498 3.086 0.0 0.1 0.1
C 2.187 -0.694 2.493 0.2 -0.2 -0.1
F 1.436 -1.384 1.551 -0.1 0.3 0.0
F 3.454 -1.076 2.357 -0.1 0.1 0.0
C 1.724 -1.076 3.952 0.0 0.1 -0.3
F 2.726 -0.775 4.757 -0.1 0.1 0.1
F 0.643 -0.363 4.265 0.0 -0.1 0.1
S 1.268 -2.924 4.223 0.3 0.0 -0.2
F 2.245 -3.342 3.004 -0.2 0.0 0.2
F 2.434 -3.149 5.231 0.0 0.0 0.0
F 0.288 -2.532 5.379 0.0 0.0 0.0
F 0.075 -2.722 3.136 -0.2 -0.1 0.1
F 0.838 -4.421 4.350 0.0 0.1 -0.1
C -1.555 1.288 -2.222 0.0 0.0 -0.2
C -1.862 2.743 -1.792 0.0 0.1 0.0
C -2.379 2.863 -0.350 0.0 0.1 0.0
C -0.734 3.747 -2.064 -0.1 0.2 0.0
H -3.095 0.325 3.203 0.0 0.0 -0.1
H -2.036 1.035 1.976 -0.1 -0.1 0.1
H -3.794 0.974 1.716 0.1 -0.1 0.0
H -2.060 -1.533 2.068 0.0 0.1 0.0
H -3.744 -1.479 1.497 0.1 0.0 0.0
H -0.633 -1.849 0.378 -0.2 0.6 0.3
H -2.033 -2.841 -0.054 0.0 0.0 -0.3
H -2.178 -1.369 -2.277 0.2 0.1 0.0
H -1.037 -2.665 -2.274 -1.0 0.2 -0.9
H 2.164 -0.617 -2.023 0.0 0.1 -0.1
H 1.425 -1.725 -0.920 1.4 1.6 0.0
H 2.356 -2.216 -3.795 0.0 -0.2 0.1
H -0.512 1.423 0.068 0.1 -0.1 -0.1
H 0.499 0.026 -0.030 0.0 0.0 0.1
H 2.136 2.131 -1.109 -0.1 -0.1 0.0
H 1.252 2.833 0.233 0.1 -0.1 0.0
H -2.303 0.638 -1.758 0.1 0.1 0.0
H -1.699 1.220 -3.306 0.0 0.0 0.1
H -2.693 3.030 -2.443 0.1 -0.1 0.0
H -3.127 3.655 -0.279 0.1 0.0 0.0
H -1.587 3.126 0.361 -0.1 0.0 -0.1
H -2.847 1.936 -0.009 0.0 0.2 -0.1
H -0.037 3.817 -1.222 0.0 -0.1 -0.2
H -0.176 3.523 -2.973 -0.1 0.0 0.0
H -1.155 4.747 -2.189 0.0 -0.1 0.1
Eu 0.302 -3.323 -0.841 0.7 -5.2 2.6

=====

66
Properties=species:S:1:pos:R:3:forces:R:3 method="wB97M-V/def2-TZVPD" spin_multiplicity=2 homo_lumo_gap_ev="6.867 / 6.502" total_charge=+2 e_tot_ha=-7266.71176
Pt 0.614 0.030 0.739 -0.1 -0.3 -0.4
Cl -0.499 1.680 3.773 0.0 0.0 0.0
Ge 0.057 -0.222 3.030 0.5 -0.1 0.1
Cl 2.201 -0.565 3.281 0.1 0.1 0.2
Cl -0.814 -1.713 4.220 -0.2 0.0 0.0
C -2.355 -3.060 -2.536 0.0 0.0 0.0
C -1.616 -1.885 -1.949 -0.2 -0.1 0.1
O -0.698 -2.380 -0.927 0.4 0.0 -0.1
P -0.455 -1.936 0.551 0.0 0.2 0.0
O -1.792 -2.023 1.330 -0.3 0.1 -0.1
C -2.575 -3.276 1.461 0.0 0.0 0.0
C -4.033 -2.913 1.462 0.0 0.0 0.0
O 0.469 -3.055 1.119 -0.1 -0.1 0.1
C 1.757 -3.464 0.547 0.0 0.0 0.0
C 1.606 -4.791 -0.147 0.0 0.0 0.0
H -2.988 -2.713 -3.353 0.0 0.0 0.0
H -2.993 -3.536 -1.791 0.0 0.0 0.0
H -1.657 -3.795 -2.933 0.0 0.0 0.0
H -2.305 -1.173 -1.491 0.0 0.0 0.0
H -1.003 -1.384 -2.695 0.0 0.0 0.0
H -2.250 -3.721 2.399 0.0 0.0 0.0
H -2.306 -3.934 0.635 0.0 0.0 0.0
H -4.277 -2.282 2.315 0.0 0.0 0.0
H -4.626 -3.825 1.533 0.0 0.0 0.0
H -4.313 -2.397 0.543 0.0 0.0 0.0
H 2.430 -3.515 1.399 0.0 0.0 0.0
H 2.099 -2.679 -0.133 0.0 0.0 0.0
H 1.241 -5.545 0.548 0.0 0.0 0.0
H 2.578 -5.116 -0.519 0.0 0.0 0.0
H 0.922 -4.718 -0.992 0.0 0.0 0.0
C -2.107 1.549 0.294 0.0 0.0 0.0
N -2.898 2.590 -0.308 0.0 0.0 0.0
C -2.381 3.893 0.129 0.0 0.0 0.0
N -0.984 4.064 -0.281 0.0 0.0 0.0
C -0.179 3.029 0.312 0.0 0.0 0.1
N -0.666 1.663 -0.115 0.0 -0.1 0.1
C -0.594 1.620 -1.616 0.0 0.0 0.0
N -1.396 2.662 -2.204 0.0 0.0 0.0
C -2.787 2.503 -1.766 0.0 0.0 0.0
C -0.904 3.964 -1.741 0.0 0.0 0.0
H -2.471 0.567 -0.016 0.0 0.0 0.0
H -2.157 1.622 1.381 0.0 0.0 0.0
H -2.453 3.965 1.215 0.0 0.0 0.0
H -2.984 4.684 -0.312 0.0 0.0 0.0
H -0.240 3.080 1.400 0.0 0.0 0.0
H 0.858 3.119 -0.006 0.0 0.0 0.0
H -0.957 0.648 -1.942 0.0 0.0 0.0
H 0.453 1.734 -1.899 0.0 0.0 0.0
H -3.165 1.535 -2.102 0.0 0.0 0.0
H -3.396 3.285 -2.219 0.0 0.0 0.0
H -1.506 4.754 -2.187 0.0 0.0 0.0
H 0.132 4.093 -2.059 0.0 0.0 0.0
C 4.577 2.249 -1.214 0.0 0.0 0.0
As 3.840 1.299 0.267 0.1 0.0 0.0
C 4.066 2.331 1.857 0.0 0.0 0.0
C 4.685 -0.407 0.432 0.0 0.0 0.0
O 2.181 1.109 -0.071 -0.1 0.1 0.0
H 5.652 2.352 -1.073 0.0 0.0 0.0
H 4.118 3.235 -1.266 0.0 0.0 0.0
H 4.377 1.697 -2.131 0.0 0.0 0.0
H 5.119 2.592 1.962 0.0 0.0 0.0
H 3.737 1.753 2.717 0.0 0.0 0.0
H 3.475 3.242 1.768 0.0 0.0 0.0
H 5.767 -0.276 0.414 0.0 0.0 0.0
H 4.385 -1.027 -0.411 0.0 0.0 0.0
H 4.384 -0.866 1.371 0.0 0.0 0.0